ORCA calculation (wB97M-V/def2-TZVPD) on 2 unconnected molecules or ions with the total composition C7H14Cl.

HOMO level (spin up / spin down)	-7.19 / -9.70	eV
spin multiplicity	2
gap between HOMO and LUMO (spin up / spin down)	8.162 / 9.940	eV
DFT total energy	-735.2046	a.u.

XYZ file:
```
22
C7H14Cl | OMol25 | wB97M-V/def2-TZVPD
H 5.659 -0.183 -1.201
H 3.494 -3.800 -2.484
H 3.768 -3.922 -0.023
C 6.016 -0.887 -0.434
H 2.788 -0.238 -0.881
H 6.948 -0.493 -0.033
H 2.811 -0.727 2.076
C 3.490 -2.895 -1.870
H 0.572 -1.635 1.980
H 5.481 -1.590 1.561
H 4.722 -0.028 1.103
H 1.025 -2.759 0.680
H 6.193 -1.856 -0.901
C 2.710 -1.684 1.527
H 2.943 -2.562 2.159
C 3.812 -1.940 0.532
C 3.676 -2.929 -0.504
C 1.222 -1.774 1.099
H 0.943 -0.990 0.374
Cl 2.419 0.853 -1.479
H 3.244 -1.952 -2.395
C 5.016 -1.035 0.724
```

=====

ORCA calculation (wB97M-V/def2-TZVPD) on C21H16N6 in the gas phase.

SMILES	c1cnc2ccc(C3(c4cnc5ncc(-n6cccn6)cn45)CC3)cc2c1
HOMO level	-8.48	eV
gap between HOMO and LUMO	8.284	eV
DFT total energy	-1138.3180	a.u.

XYZ file:
```
43
C21H16N6 | OMol25 | wB97M-V/def2-TZVPD
C -3.985 -1.029 -2.726
N 1.169 -3.763 2.272
C -0.575 -2.128 3.662
N 0.839 1.656 -1.609
C 0.248 -1.563 2.720
C -2.867 -0.582 -2.106
C 1.973 -1.894 1.102
C 1.554 2.093 -2.711
H -0.451 0.471 2.952
H 1.578 2.505 3.020
H -0.772 2.406 2.086
C 1.466 2.845 1.977
C 1.111 1.788 0.954
H -1.282 -1.514 4.239
H -0.850 0.638 -0.708
N 2.665 2.678 -2.367
N 1.093 1.818 -3.985
N -2.454 -0.526 -4.347
H -0.273 3.594 0.780
H -4.287 -1.445 -4.873
C -0.831 0.612 -2.917
C 0.059 2.769 1.438
C 1.523 2.071 -0.495
C -3.625 -1.059 -4.121
H 2.715 -0.225 -0.017
C 2.005 -0.557 0.781
C -0.354 0.942 -1.659
H -2.702 -0.540 -1.044
H 0.523 -5.369 3.469
H -4.859 -1.498 -2.261
C 0.262 -0.180 2.424
C -0.528 -3.478 3.937
H 3.393 3.151 -0.313
C -0.006 1.076 -4.063
H 2.678 -2.537 0.629
C 0.399 -4.295 3.256
H -0.333 0.871 -5.099
C 1.114 0.351 1.412
H -1.142 -3.990 4.670
C 2.649 2.711 -0.982
H 2.018 3.711 1.702
N -1.992 -0.162 -3.122
C 1.135 -2.423 2.043
```

=====

ORCA calculation (wB97M-V/def2-TZVPD) on a molecular structure, C27H33CuNO7P2S.

HOMO level	-4.84	eV
gap between HOMO and LUMO	7.490	eV
charge	-1
DFT total energy	-4351.7048	a.u.

XYZ file:
```
72
C27H33CuNO7P2S | OMol25 | wB97M-V/def2-TZVPD
C 1.570 -4.164 0.298
H 3.693 0.439 -1.296
H 1.489 1.232 0.782
H 1.605 -6.241 0.752
C -2.470 2.378 -2.047
C -4.334 1.994 1.603
C 2.377 0.762 1.194
O -2.983 2.233 1.161
H 5.379 -0.994 2.859
H 3.716 -2.565 -1.759
P 1.490 -1.369 -0.257
C 4.275 0.836 2.667
C 3.250 -3.369 -1.202
Cu -0.930 -1.495 1.205
H 4.167 1.265 -3.566
C 3.185 -5.696 -0.613
C 2.529 0.213 -4.468
H 3.583 -6.700 -0.695
H -6.218 1.312 0.831
H 4.624 -4.827 -1.953
C -5.216 1.526 0.453
H -0.998 -2.702 4.272
C -1.358 4.214 -0.744
H -4.802 0.631 -0.007
H -1.592 4.914 -1.550
C 1.452 -0.636 -4.247
H 0.813 -0.934 -5.069
H -2.481 2.869 -3.024
C -4.323 0.969 2.731
O -0.192 -5.142 2.036
C 3.185 1.462 2.075
C 1.174 -1.085 -2.966
H -4.764 4.082 1.294
C 3.745 -1.195 1.489
H 0.075 1.697 -2.630
O -0.883 -3.541 0.369
H 2.739 0.577 -5.466
O 0.595 -2.859 2.233
C 3.061 0.133 -2.121
H -4.160 3.698 2.915
C -1.213 2.797 -1.289
N -1.925 -2.534 3.923
C 2.085 -5.449 0.193
C -4.803 3.352 2.105
H -4.031 -0.012 2.353
H -2.487 1.300 -2.189
C 2.148 -3.093 -0.392
H 0.313 -1.721 -2.792
H 0.916 2.874 -1.616
C 4.545 -0.494 2.382
C 2.668 -0.568 0.874
H 2.946 2.489 2.318
C 0.008 2.695 -2.196
H 3.956 -2.236 1.279
C 3.767 -4.651 -1.315
H -5.317 0.885 3.179
O -1.154 0.632 1.891
H -3.371 2.667 -1.503
P -1.951 1.061 0.710
H -5.297 2.307 -0.307
C -2.594 -2.257 3.003
O -2.619 -0.002 -0.085
H -5.830 3.289 2.470
C 3.328 0.599 -3.403
S 0.126 -3.918 1.339
H 4.900 1.379 3.365
H -0.431 4.529 -0.262
H -0.044 3.429 -3.003
H -3.607 1.265 3.497
O -0.921 1.940 -0.172
C 1.982 -0.713 -1.890
H -2.159 4.237 -0.007
```

=====

ORCA calculation (wB97M-V/def2-TZVPD) on a molecular structure, C29H27CsN3OPS.

HOMO level	-0.67	eV
gap between HOMO and LUMO	4.589	eV
charge	-2
DFT total energy	-2120.4887	a.u.

XYZ file:
```
63
C29H27CsN3OPS | OMol25 | wB97M-V/def2-TZVPD
H -1.705 -1.316 -2.230
C 0.375 -4.063 -3.489
H -0.148 -1.932 -6.051
C 0.209 0.762 -1.545
H -0.423 0.632 -4.215
C -1.931 -2.406 4.947
C 3.622 -0.561 -2.878
H 0.980 -3.459 -1.524
C -2.922 2.990 3.712
H -2.911 3.758 2.946
C 5.677 0.383 -2.106
H 6.729 0.609 -2.257
C 5.085 0.735 -0.931
C -1.194 0.668 -1.521
P 1.275 -0.732 -1.337
C -1.946 1.836 -1.607
H -2.913 0.210 6.377
C 3.174 0.829 0.586
H 2.145 0.684 0.881
H -3.104 -4.027 4.945
C 3.693 0.466 -0.631
C -1.345 3.083 -1.682
N -1.427 -1.574 5.786
C -1.777 1.175 4.854
H -4.900 3.430 4.378
C 0.048 -3.626 -4.761
C 0.037 3.176 -1.664
H 3.824 1.273 1.329
O -0.746 2.338 3.045
C 2.962 -0.194 -1.704
C -1.748 2.189 3.832
C 0.491 0.123 -4.522
C 0.798 -1.763 -2.801
H -1.595 -1.184 -0.488
C -4.037 1.800 5.490
H -3.029 1.764 -1.590
H 0.340 -5.116 -3.241
S -1.541 -2.673 3.276
C -0.536 0.408 5.067
H 1.884 2.086 -1.574
C 0.740 -3.131 -2.529
H -1.957 3.975 -1.724
C 0.101 -2.271 -5.051
H 1.326 0.656 -4.075
H 3.076 -1.114 -3.633
H 0.572 0.190 -5.609
H 5.667 1.228 -0.158
C -2.915 1.001 5.638
H -0.246 -4.333 -5.528
H -2.940 -3.292 6.453
H -4.910 1.638 6.110
C 0.803 2.023 -1.595
C 0.471 -1.323 -4.100
H 5.431 -0.592 -4.042
C 4.956 -0.286 -3.118
N -0.344 -0.806 5.422
H -2.987 -0.498 -1.327
C -4.025 2.799 4.514
H 0.522 4.145 -1.689
Cs -0.268 0.063 2.024
N -3.014 -3.161 5.453
C -1.909 -0.652 -1.390
H 0.379 0.961 4.853
```

=====

ORCA calculation (wB97M-V/def2-TZVPD) on C2H4OS in the gas phase.

SMILES	CSC=O
HOMO level	-9.52	eV
gap between HOMO and LUMO	10.168	eV
DFT total energy	-552.0093	a.u.

XYZ file:
```
8
C2H4OS | OMol25 | wB97M-V/def2-TZVPD
H -0.610 -1.130 2.475
H 0.824 -0.014 2.115
H 0.788 -1.606 1.375
C 0.552 0.048 -0.990
C 0.144 -0.754 1.710
S -0.721 0.030 0.316
O 0.645 0.919 -1.807
H 1.193 -0.842 -0.882
```

=====

ORCA calculation (wB97M-V/def2-TZVPD) on C4H6O2 in the gas phase.

HOMO level	-7.63	eV
gap between HOMO and LUMO	8.327	eV
DFT total energy	-306.2921	a.u.

XYZ file:
```
12
C4H6O2 | OMol25 | wB97M-V/def2-TZVPD
C -0.187 -0.095 -0.994
C 0.378 0.097 1.067
O -1.215 -0.612 -1.663
C 1.567 -0.532 0.445
H -1.922 -0.766 -1.021
H 0.673 0.004 -1.669
O 0.051 -1.139 0.340
C -0.332 0.991 0.071
H -1.398 1.153 0.283
H 0.169 1.936 -0.141
H 0.164 0.146 2.138
H 2.035 -1.198 1.172
```

=====

Ordered relative energy (zero: lowest compared OMol25 entry of this formula, charge and spin) results: 1.401; 0.000; 1.284; 0.632; 0.528; 5.827; unit eV.
Ordered F_max results: 3.9; 2.8; 2.1; 1.3; 1.6; 1.9; unit eV Å⁻¹.